{
  "formula": "C34H89N7O14PSn2",
  "method": "ωB97M-V/def2-TZVPD",
  "gap_ha": 0.2046,
  "total_charge": 1,
  "e_lumo_ev": -5.04,
  "species": ["Sn", "Sn", "P", "O", "O", "O", "O", "C", "O", "C", "C", "N", "C", "C", "O", "C", "H", "H", "H", "H", "H", "H", "H", "H", "H", "H", "H", "H", "H", "H", "H", "C", "O", "C", "C", "N", "C", "C", "O", "C", "H", "H", "H", "H", "H", "H", "H", "H", "H", "H", "H", "H", "H", "H", "H", "C", "O", "C", "C", "N", "C", "C", "O", "C", "H", "H", "H", "H", "H", "H", "H", "H", "H", "H", "H", "H", "H", "H", "H", "C", "C", "C", "O", "C", "N", "H", "H", "H", "H", "H", "H", "H", "H", "H", "H", "H", "C", "C", "C", "O", "C", "N", "H", "H", "H", "H", "H", "H", "H", "H", "H", "H", "H", "C", "C", "C", "O", "C", "N", "H", "H", "H", "H", "H", "H", "H", "H", "H", "H", "H", "C", "C", "C", "O", "C", "N", "H", "H", "H", "H", "H", "H", "H", "H", "H", "H", "H"],
  "coordinates": [[-2.166, 0.954, -1.723], [2.938, 0.538, -2.812], [0.667, -0.167, -0.703], [0.521, 1.384, -0.927], [2.113, -0.455, -0.320], [0.511, -0.691, -2.188], [-0.584, -0.598, 0.141], [2.967, -3.085, -2.613], [4.179, -2.348, -2.740], [5.160, -2.692, -1.758], [4.891, -2.099, -0.347], [4.759, -0.655, -0.366], [5.385, -0.141, 0.876], [5.455, 1.402, 0.914], [6.227, 2.035, -0.113], [7.596, 1.870, 0.006], [3.133, -4.112, -2.277], [2.382, -3.175, -3.527], [2.340, -2.649, -1.832], [6.194, -2.516, -2.047], [5.183, -3.756, -1.505], [5.501, -2.481, 0.474], [3.969, -2.493, 0.102], [3.778, -0.435, -0.243], [6.436, -0.427, 0.934], [4.842, -0.457, 1.768], [5.692, 1.757, 1.919], [4.497, 1.851, 0.639], [8.054, 2.571, -0.690], [7.842, 0.817, -0.173], [8.012, 2.048, 1.004], [-3.467, -2.410, 1.170], [-4.681, -1.870, 1.694], [-4.949, -0.516, 1.408], [-5.411, -0.375, -0.073], [-5.203, 0.985, -0.559], [-6.063, 2.012, 0.039], [-5.601, 3.377, -0.490], [-6.273, 4.450, 0.177], [-5.687, 5.692, -0.147], [-2.611, -1.748, 1.325], [-3.573, -2.593, 0.099], [-3.256, -3.374, 1.631], [-4.032, 0.075, 1.488], [-5.731, -0.202, 2.096], [-6.445, -0.678, -0.257], [-4.775, -0.974, -0.728], [-5.278, 1.061, -1.566], [-5.987, 1.934, 1.123], [-7.116, 1.858, -0.207], [-5.885, 3.461, -1.546], [-4.518, 3.523, -0.449], [-6.114, 6.368, 0.594], [-6.011, 6.028, -1.135], [-4.604, 5.725, -0.012], [0.131, -3.917, 6.312], [-0.050, -3.590, 4.918], [0.687, -2.446, 4.512], [0.430, -2.252, 3.051], [0.604, -0.837, 2.636], [1.996, -0.359, 2.601], [2.535, 0.124, 3.957], [3.942, 0.421, 3.956], [4.294, 1.280, 5.002], [1.183, -4.101, 6.534], [-0.420, -4.794, 6.649], [-0.286, -3.092, 6.893], [1.752, -2.619, 4.690], [0.327, -1.611, 5.119], [-0.626, -2.449, 2.868], [1.113, -2.892, 2.485], [0.244, -0.849, 1.675], [1.989, 0.488, 1.915], [2.577, -1.156, 2.126], [2.428, -0.703, 4.662], [1.919, 0.922, 4.377], [5.383, 1.355, 4.897], [4.218, 1.030, 6.061], [4.066, 2.320, 4.751], [2.847, 4.052, -0.172], [1.490, 4.663, 0.108], [0.850, 5.096, -1.248], [-0.364, 5.775, -0.933], [-1.526, 4.968, -1.039], [0.746, 3.606, 0.832], [2.803, 3.121, -0.740], [3.380, 3.882, 0.766], [3.502, 4.774, -0.668], [1.633, 5.567, 0.702], [0.636, 4.133, -1.724], [1.480, 5.733, -1.866], [-1.534, 4.339, -1.936], [-2.338, 5.690, -1.125], [-1.680, 4.331, -0.166], [1.449, 3.108, 1.368], [0.614, 2.936, 0.074], [-0.969, 2.336, 3.470], [-2.081, 1.861, 2.536], [-3.350, 2.757, 2.613], [-3.824, 2.694, 3.954], [-4.785, 1.716, 4.313], [-1.490, 1.956, 1.185], [-1.180, 2.017, 4.489], [-0.844, 3.414, 3.329], [0.046, 2.080, 3.162], [-2.271, 0.818, 2.790], [-4.048, 2.343, 1.879], [-3.203, 3.772, 2.242], [-4.920, 1.884, 5.379], [-4.444, 0.704, 4.084], [-5.758, 1.820, 3.825], [-0.877, 2.781, 1.193], [-0.885, 1.150, 1.067], [-0.758, -4.344, -2.826], [-1.203, -3.858, -1.451], [-0.244, -4.091, -0.253], [0.026, -5.484, -0.139], [0.688, -5.829, 1.041], [-1.555, -2.449, -1.680], [-0.829, -5.433, -2.810], [0.297, -4.121, -3.007], [-1.369, -3.944, -3.633], [-2.095, -4.480, -1.334], [-0.694, -3.731, 0.676], [0.647, -3.469, -0.396], [1.714, -5.449, 1.094], [0.793, -6.914, 1.016], [0.170, -5.554, 1.963], [-0.765, -2.030, -2.160], [-1.399, -1.999, -0.783], [0.654, -1.149, -5.413], [-0.665, -0.754, -6.053], [-0.968, -1.502, -7.341], [0.019, -1.258, -8.309], [-0.276, -1.953, -9.536], [-1.709, -1.064, -5.021], [1.417, -1.218, -6.191], [0.572, -2.157, -5.007], [0.927, -0.345, -4.728], [-0.745, 0.331, -6.155], [-1.995, -1.328, -7.668], [-0.758, -2.551, -7.100], [-1.285, -1.664, -9.843], [-0.243, -3.043, -9.549], [0.332, -1.581, -10.359], [-2.271, -0.242, -4.824], [-1.170, -1.099, -4.159]],
  "lowdin_charge": [1.5067, 1.6181, -0.0394, -0.5229, -0.4091, -0.5338, -0.4569, -0.1137, -0.2433, -0.1812, -0.2074, -0.0555, -0.1705, -0.1910, -0.1999, -0.1340, 0.1014, 0.0796, 0.0517, 0.1264, 0.1199, 0.1272, 0.1157, -0.0166, 0.1137, 0.1068, 0.1237, 0.0943, 0.0944, 0.0813, 0.0930, -0.0847, -0.1727, -0.1996, -0.1797, -0.1292, -0.1759, -0.2195, -0.1776, -0.1053, 0.0688, 0.0670, 0.0984, 0.0963, 0.1211, 0.1287, 0.0998, 0.0788, 0.1022, 0.1346, 0.1249, 0.0967, 0.0958, 0.0934, 0.0731, -0.0856, -0.2015, -0.2492, -0.1853, -0.0432, -0.2013, -0.1836, -0.1944, -0.1363, 0.0848, 0.0837, 0.0846, 0.1175, 0.1278, 0.1153, 0.1128, 0.0225, 0.0937, 0.1039, 0.0964, 0.1182, 0.0840, 0.0950, 0.0907, -0.0825, -0.3781, -0.1633, -0.1635, -0.1147, 0.0432, 0.0466, 0.0808, 0.0883, 0.1429, 0.1035, 0.1304, 0.0678, 0.0843, 0.0574, 0.0749, 0.0096, -0.0478, -0.3768, -0.1686, -0.1763, -0.0896, 0.0434, 0.0890, 0.0857, 0.0509, 0.1299, 0.0816, 0.1285, 0.0958, 0.0797, 0.0816, 0.0141, 0.0033, -0.0536, -0.3917, -0.1707, -0.1653, -0.1202, 0.0331, 0.0823, 0.0592, 0.0782, 0.1337, 0.1047, 0.1136, 0.0837, 0.0918, 0.0889, -0.0109, -0.0179, -0.0729, -0.4016, -0.2187, -0.1887, -0.0893, 0.0481, 0.0867, 0.0848, 0.0077, 0.1359, 0.1305, 0.1333, 0.0827, 0.0896, 0.0868, 0.0313, -0.0017]
}

{
  "formula": "C34H94N8O9",
  "method": "ωB97M-V/def2-TZVPD",
  "gap_ha": 0.3486,
  "smiles": "COC[C@H](C)N.COC[C@H](C)N.COC[C@H](C)N.COC[C@H](C)N.COC[C@H](C)N.COC[C@H](C)N.COC[C@H](C)N.COC[C@H](C)N.CCO",
  "total_charge": 0,
  "e_lumo_ev": 0.67,
  "relative_energy_kcal_mol": 72.31,
  "species": ["C", "O", "C", "C", "C", "N", "H", "H", "H", "H", "H", "H", "H", "H", "H", "H", "H", "C", "O", "C", "C", "C", "N", "H", "H", "H", "H", "H", "H", "H", "H", "H", "H", "H", "C", "O", "C", "C", "C", "N", "H", "H", "H", "H", "H", "H", "H", "H", "H", "H", "H", "C", "O", "C", "C", "C", "N", "H", "H", "H", "H", "H", "H", "H", "H", "H", "H", "H", "C", "O", "C", "C", "C", "N", "H", "H", "H", "H", "H", "H", "H", "H", "H", "H", "H", "C", "O", "C", "C", "C", "N", "H", "H", "H", "H", "H", "H", "H", "H", "H", "H", "H", "C", "O", "C", "C", "C", "N", "H", "H", "H", "H", "H", "H", "H", "H", "H", "H", "H", "C", "O", "C", "C", "C", "N", "H", "H", "H", "H", "H", "H", "H", "H", "H", "H", "H", "C", "C", "O", "H", "H", "H", "H", "H", "H"],
  "coordinates": [[4.766, -0.657, -4.559], [3.676, -0.699, -5.420], [2.524, -1.187, -4.760], [1.205, -0.948, -5.491], [0.647, 0.512, -5.295], [0.156, -1.857, -4.808], [5.021, -1.695, -4.299], [4.538, -0.126, -3.624], [5.592, -0.231, -5.094], [2.646, -2.338, -4.697], [2.467, -0.808, -3.731], [1.238, -1.071, -6.574], [0.453, 0.733, -4.231], [-0.332, 0.666, -5.729], [1.406, 1.273, -5.636], [-0.675, -1.451, -5.185], [0.215, -2.825, -5.064], [-4.363, -2.943, -3.021], [-3.929, -1.736, -2.527], [-2.731, -1.777, -1.805], [-2.814, -2.623, -0.572], [-3.943, -2.131, 0.325], [-1.527, -2.482, 0.075], [-5.245, -2.738, -3.657], [-4.716, -3.605, -2.194], [-3.565, -3.433, -3.651], [-1.906, -2.094, -2.463], [-2.465, -0.787, -1.514], [-2.964, -3.688, -0.889], [-4.901, -2.525, -0.009], [-3.972, -1.024, 0.292], [-3.798, -2.406, 1.388], [-1.560, -2.945, 1.030], [-0.841, -3.021, -0.416], [-0.503, -0.617, 6.519], [-0.149, -0.145, 5.214], [0.787, -0.875, 4.513], [0.192, -2.177, 3.926], [1.259, -2.950, 3.144], [-0.925, -1.961, 3.044], [0.372, -0.382, 7.142], [-0.692, -1.647, 6.643], [-1.347, -0.032, 6.848], [1.121, -0.293, 3.615], [1.653, -1.100, 5.057], [-0.025, -2.895, 4.780], [1.740, -2.318, 2.354], [0.862, -3.832, 2.581], [2.115, -3.329, 3.741], [-0.530, -1.528, 2.223], [-1.603, -1.347, 3.510], [-2.596, 1.271, -3.946], [-3.395, 1.244, -2.797], [-4.813, 1.407, -3.093], [-5.748, 1.215, -1.899], [-7.197, 1.189, -2.335], [-5.532, 2.271, -0.972], [-2.815, 2.183, -4.554], [-2.878, 0.419, -4.569], [-1.577, 1.172, -3.590], [-4.932, 2.446, -3.503], [-5.184, 0.681, -3.829], [-5.450, 0.289, -1.500], [-7.768, 0.765, -1.505], [-7.320, 0.396, -3.078], [-7.606, 2.108, -2.804], [-6.213, 2.177, -0.224], [-4.582, 2.330, -0.578], [4.601, 0.581, 3.069], [3.213, 1.029, 3.038], [3.140, 2.461, 2.938], [1.722, 2.958, 2.775], [1.667, 4.429, 2.346], [0.968, 2.793, 4.057], [5.180, 0.941, 3.935], [5.102, 0.990, 2.174], [4.581, -0.508, 3.134], [3.600, 2.895, 3.840], [3.643, 2.779, 2.052], [1.189, 2.342, 1.988], [2.605, 4.614, 1.789], [1.685, 5.081, 3.227], [0.744, 4.716, 1.884], [0.034, 3.280, 4.112], [0.851, 1.830, 4.405], [-2.316, 4.398, 5.598], [-3.014, 3.211, 5.710], [-2.820, 2.258, 4.684], [-4.141, 1.457, 4.534], [-3.949, 0.074, 3.884], [-5.098, 2.233, 3.791], [-2.804, 5.015, 4.830], [-1.298, 4.247, 5.305], [-2.296, 4.955, 6.594], [-2.434, 2.811, 3.777], [-2.037, 1.554, 5.002], [-4.520, 1.376, 5.563], [-3.181, -0.596, 4.333], [-3.684, 0.214, 2.828], [-4.917, -0.475, 4.049], [-6.029, 1.981, 4.041], [-5.043, 3.219, 4.084], [3.938, 0.248, -0.699], [4.169, 1.640, -0.548], [3.257, 2.606, -1.091], [3.940, 3.571, -2.103], [4.607, 2.836, -3.261], [4.878, 4.486, -1.476], [3.205, -0.199, 0.012], [4.937, -0.148, -0.586], [3.569, -0.010, -1.725], [2.409, 2.088, -1.487], [2.969, 3.130, -0.152], [3.090, 4.188, -2.517], [3.859, 2.471, -4.029], [5.156, 1.980, -2.887], [5.309, 3.427, -3.856], [4.337, 4.982, -0.717], [5.626, 3.920, -1.095], [4.240, -6.514, -2.470], [4.147, -5.097, -2.354], [2.969, -4.394, -2.675], [2.862, -3.260, -1.683], [3.265, -3.685, -0.337], [1.476, -2.761, -1.698], [5.220, -6.751, -2.998], [3.402, -6.853, -3.087], [4.168, -7.005, -1.554], [2.797, -4.098, -3.772], [2.065, -4.977, -2.374], [3.613, -2.470, -1.939], [2.731, -4.591, -0.059], [3.106, -2.942, 0.417], [4.346, -3.899, -0.306], [1.286, -2.425, -2.598], [1.316, -1.960, -1.072], [-1.136, 1.474, 1.015], [-0.317, 1.186, -0.216], [0.170, -0.191, -0.224], [-0.594, 1.334, 1.947], [-2.122, 1.009, 1.067], [-1.390, 2.531, 1.016], [0.587, 1.837, -0.164], [-0.847, 1.451, -1.132], [-0.584, -0.777, -0.177]],
  "lowdin_charge": [-0.1178, -0.1737, -0.2206, -0.3437, -0.0619, 0.0470, 0.0940, 0.0559, 0.0894, 0.1234, 0.1076, 0.1310, 0.0600, 0.0545, 0.0948, 0.0400, 0.0613, -0.1305, -0.1971, -0.2257, -0.4450, -0.0327, 0.0375, 0.0947, 0.0880, 0.1079, 0.1294, 0.1019, 0.1429, 0.0747, 0.0814, 0.0803, 0.0918, 0.0595, -0.0616, -0.2174, -0.2280, -0.4417, -0.0784, 0.0636, 0.0979, 0.0664, 0.0832, 0.1250, 0.1092, 0.1447, 0.0710, 0.0868, 0.0829, 0.0512, 0.0508, -0.1274, -0.2145, -0.1778, -0.4888, -0.0575, 0.0413, 0.1020, 0.0838, 0.0596, 0.1387, 0.1178, 0.1046, 0.0790, 0.0722, 0.0966, 0.0726, 0.0841, -0.0773, -0.2068, -0.2062, -0.4187, -0.0534, 0.0534, 0.0841, 0.0821, 0.0831, 0.1394, 0.0896, 0.1141, 0.0706, 0.0796, 0.0648, 0.0575, 0.0485, -0.1286, -0.2024, -0.1869, -0.4381, -0.0530, 0.0333, 0.0906, 0.0499, 0.1160, 0.1333, 0.1056, 0.1366, 0.0607, 0.0619, 0.0921, 0.0613, 0.0842, -0.1021, -0.2235, -0.1686, -0.4381, -0.0651, 0.0269, 0.0898, 0.0898, 0.0653, 0.1002, 0.1058, 0.1458, 0.0919, 0.0567, 0.0781, 0.0927, 0.0709, -0.0789, -0.2152, -0.2128, -0.4729, -0.0678, 0.0856, 0.1088, 0.0841, 0.0561, 0.1253, 0.1294, 0.1269, 0.0903, 0.0548, 0.0957, 0.0041, 0.0554, -0.0913, -0.2672, -0.1173, 0.0530, 0.0628, 0.0761, 0.0918, 0.0989, -0.0048]
}